# 1
DFT (ωB97M-V with the def2-TZVPD basis set) results for a single C6H14O molecule.

Geometry as XYZ:
```
21
Properties=species:S:1:pos:R:3:forces:R:3
C 1.93801 0.42351 2.82181 0.0078 -0.0049 0.0837
C 1.70617 0.30484 1.30438 0.0224 0.0226 -0.0694
C 0.33707 -0.26478 0.92029 -0.0298 0.0157 0.0121
C 0.02271 -0.03436 -0.55709 0.0459 0.0438 -0.0369
C -1.41274 -0.36024 -0.96175 -0.0364 -0.0152 0.0110
C -1.70960 0.12286 -2.37056 0.4354 0.0705 0.1465
O -3.05840 -0.17221 -2.67730 -0.1523 0.0607 -0.2824
H 2.05590 1.46881 3.12646 0.0125 -0.1718 -0.0357
H 2.83099 -0.11821 3.14813 -0.1223 0.0916 -0.0373
H 1.09011 0.02629 3.38987 0.0955 -0.0133 -0.0947
H 1.79919 1.29606 0.84260 -0.0004 -0.1238 0.0733
H 2.48984 -0.30922 0.84270 -0.1098 0.0800 0.0718
H 0.29487 -1.33761 1.15838 -0.0120 0.1692 -0.0196
H -0.43969 0.21673 1.53139 0.1059 -0.0225 -0.0904
H 0.72538 -0.60773 -1.17911 -0.0916 0.0778 0.0844
H 0.21618 1.02555 -0.78104 -0.0297 -0.1316 0.0208
H -1.60597 -1.43869 -0.90354 0.0415 0.1303 -0.0001
H -2.11827 0.12620 -0.27559 0.1027 -0.0542 -0.0767
H -1.51844 1.20803 -2.42511 -0.0793 -0.1727 0.0001
H -1.02180 -0.36436 -3.08200 -0.1444 0.0446 0.0926
H -3.24236 0.16744 -3.56079 -0.0616 -0.0969 0.1469
```
Positions in Å, forces in eV/Å.

As for the energy above the lowest of the compared OMol25 structures with the same formula, charge and spin: 0.496 eV. As for the HOMO-LUMO gap: 11.30 eV. The SMILES is CCCCCCO. The value obtained for the total energy is -312.2368 Eh.

Atomic partial charges in e from the Mulliken method, atoms 1 to 4: number 1, C, carries -1.12; number 2, C, carries -0.38; number 3, C, carries -0.67; number 4, C, carries -0.69

# 2
DFT (ωB97M-V with the def2-TZVPD basis set) results for a molecular structure, C3H2F2O in a non-equilibrium geometry.

Geometry as XYZ:
```
8
Properties=species:S:1:pos:R:3:forces:R:3
C 0.39232 -0.54740 -0.14345 -11.2109 -6.9949 -1.5041
C 1.24863 0.40482 0.09978 6.7445 8.5933 2.3099
C -1.60072 -0.13480 -0.02070 4.8085 -0.9816 -0.7113
O -2.45859 -0.92105 -0.09684 -0.0578 0.0774 0.1105
F 2.57511 0.17850 0.02172 -0.3115 -0.4133 -0.3603
F -1.70961 1.16595 0.18012 -0.1167 0.0806 0.1048
H 0.52562 -1.57070 -0.42234 0.1350 -0.1756 0.0000
H 1.02723 1.42469 0.38172 0.0088 -0.1858 0.0506
```
Positions in Å, forces in eV/Å.

As for the energy above the lowest of the compared OMol25 structures with the same formula, charge and spin: 2.318 eV. As for the HOMO-LUMO gap (alpha / beta): 6.32 / 8.11 eV. The value obtained for the total energy is -390.2227 Eh. Its spin multiplicity is 3.

Atomic partial charges in e from the Mulliken method, atoms 1 to 4: number 1, C, carries -0.66; number 2, C, carries 0.04; number 3, C, carries 0.54; number 4, O, carries -0.35